1.
Computed, not measured: a cluster of 6 separate species, C3H17NO9 in total in a non-equilibrium geometry, with ωB97M-V/def2-TZVPD.

```
30
Properties=species:S:1:pos:R:3:forces:R:3
O 3.146583 1.475371 -1.054374 0.172 0.963 -2.763
C 2.635188 1.308098 -0.004154 2.483 -2.383 2.757
N 3.209392 0.364408 0.878161 -1.796 0.670 1.017
C 2.352341 -0.198716 1.972080 1.973 -2.210 -0.857
C 1.050649 -0.795371 1.449780 -1.316 -1.376 -0.978
O 1.353958 -1.420909 0.225740 -1.289 -0.877 -1.976
O 0.044525 0.142237 1.277329 -0.787 1.449 -3.171
O 0.584969 -1.792156 2.332950 -0.227 -0.101 0.297
H 1.877904 1.895957 0.463807 -1.096 0.556 0.228
H 3.917460 -0.275323 0.488096 -0.900 0.659 0.107
H 2.868855 -1.112965 2.261577 0.340 -0.285 -0.254
H 2.374401 0.225236 2.968558 -0.740 1.293 -0.313
H 0.550822 -1.756293 -0.364267 2.118 1.565 2.214
H 0.003644 0.426699 0.258421 0.101 -0.990 2.987
H -0.015494 -2.430863 1.871655 0.828 1.164 0.386
O -4.023196 -1.397314 -0.389178 2.815 -1.963 -5.592
H -4.397770 -1.207444 0.397609 -1.795 0.140 4.305
H -3.780356 -2.334299 -0.632482 -1.127 1.440 1.454
O -0.829991 3.100092 -1.959461 4.746 1.992 -0.982
H -1.447599 3.786738 -1.954900 -2.671 1.261 0.259
H -0.046417 3.813886 -2.172921 -2.033 -3.217 0.731
O -3.001807 0.233225 1.493622 -0.584 -0.795 -0.885
H -2.339644 0.683734 2.000836 0.753 0.125 0.220
H -2.550627 -0.319122 0.819896 -0.134 0.771 0.776
O -3.001850 -0.943079 -2.923170 -0.182 0.931 1.901
H -3.002459 -1.171854 -1.950885 0.081 0.041 -1.394
H -3.443643 -0.073523 -2.783362 0.284 -0.637 -0.745
O -0.354695 0.004794 -1.920914 1.190 0.338 -0.879
H -1.038425 -0.228302 -2.588082 0.474 0.292 0.365
H 0.426572 0.424732 -2.397271 -1.681 -0.816 0.783
```
Positions in Å, forces in eV/Å.

Energy above the lowest of the compared OMol25 structures with the same formula, charge and spin in kcal/mol: 15.5
DFT total energy in eV: -23302.9484
SMILES string: O=CNCC(O)(O)O.O.O.O.O.O
Gap between HOMO and LUMO in eV: 9.812



2.
Computed, not measured: a cluster of 2 separate species, C4H6O2S2 in total in a non-equilibrium geometry, with ωB97M-V/def2-TZVPD.

```
14
Properties=species:S:1:pos:R:3:forces:R:3
C -0.820862 1.677208 0.031631 0.137 0.292 0.921
C -1.034655 0.370732 0.157790 -0.229 1.111 0.473
C 0.641825 -0.845287 -1.289245 0.977 -1.668 -1.231
C -0.797329 -0.477992 -1.057363 -0.075 1.184 -0.728
O 0.161280 0.530588 3.344274 -0.323 0.235 0.145
O 2.077570 -0.736849 2.509792 -0.584 1.106 -0.268
S -0.457218 3.219252 -0.130429 -0.442 -1.841 0.117
S 1.273329 0.469623 2.453523 0.895 -1.289 0.104
H -1.582058 -0.131331 0.968702 0.465 0.873 0.041
H 1.204442 0.042183 -1.623222 0.230 -0.367 0.836
H 0.732223 -1.543770 -2.197383 -0.325 0.835 1.206
H 1.053639 -1.456435 -0.428987 -0.069 1.158 -0.849
H -1.350771 -1.410767 -0.898866 -0.490 0.515 -0.779
H -1.101417 0.292845 -1.840219 -0.166 -2.143 0.012
```
Positions in Å, forces in eV/Å.

Energy above the lowest of the compared OMol25 structures with the same formula, charge and spin in kcal/mol: 69.3
DFT total energy in eV: -30008.3744
Gap between HOMO and LUMO in eV: 7.713



Q: What is the formula in the second record?
A: C4H6O2S2



Please write out number 2 again, unchanged.
Computed, not measured: a cluster of 2 separate species, C4H6O2S2 in total in a non-equilibrium geometry, with ωB97M-V/def2-TZVPD.

```
14
Properties=species:S:1:pos:R:3:forces:R:3
C -0.820862 1.677208 0.031631 0.137 0.292 0.921
C -1.034655 0.370732 0.157790 -0.229 1.111 0.473
C 0.641825 -0.845287 -1.289245 0.977 -1.668 -1.231
C -0.797329 -0.477992 -1.057363 -0.075 1.184 -0.728
O 0.161280 0.530588 3.344274 -0.323 0.235 0.145
O 2.077570 -0.736849 2.509792 -0.584 1.106 -0.268
S -0.457218 3.219252 -0.130429 -0.442 -1.841 0.117
S 1.273329 0.469623 2.453523 0.895 -1.289 0.104
H -1.582058 -0.131331 0.968702 0.465 0.873 0.041
H 1.204442 0.042183 -1.623222 0.230 -0.367 0.836
H 0.732223 -1.543770 -2.197383 -0.325 0.835 1.206
H 1.053639 -1.456435 -0.428987 -0.069 1.158 -0.849
H -1.350771 -1.410767 -0.898866 -0.490 0.515 -0.779
H -1.101417 0.292845 -1.840219 -0.166 -2.143 0.012
```
Positions in Å, forces in eV/Å.

Energy above the lowest of the compared OMol25 structures with the same formula, charge and spin in kcal/mol: 69.3
DFT total energy in eV: -30008.3744
Gap between HOMO and LUMO in eV: 7.713



Q: Among the records above, which one has the lowest energy above the lowest of the compared OMol25 structures with the same formula, charge and spin?
A: C3H17NO9



Q: The lowest energy above the lowest of the compared OMol25 structures with the same formula, charge and spin belongs to which entry?
A: C3H17NO9